Molecular formula: C3H9N2
Method: DFT, ωB97M-V/def2-TZVPD

Last column: Mulliken charge in e.
Geometry (Å):
C (1.569, -0.317, -0.590)  -1.163
C (0.858, 0.621, 0.369)  -0.256
N (-1.170, -1.170, 0.501)  -0.138
C (-1.589, -0.102, -0.248)  -0.380
N (-0.596, 0.985, 0.147)  -0.169
H (1.393, -0.005, -1.627)  0.323
H (1.237, -1.349, -0.528)  0.320
H (2.648, -0.233, -0.477)  0.383
H (1.407, 1.573, 0.296)  0.386
H (1.058, 0.381, 1.418)  0.328
H (-1.438, -0.216, -1.317)  0.305
H (-1.890, -1.688, 1.031)  0.307
H (-2.628, 0.200, -0.056)  0.415
H (-0.857, 1.320, 1.081)  0.341

Output
charge	+1
HOMO level	-15.50	eV
orbital gap	6.59	eV
max |F|	3.2	eV Å⁻¹
2S+1	1
energy relative to the best compared isomer or geometry (same formula, charge and spin)	5.938	eV